[1]
{"formula": "C2H3I3O", "method": "ωB97M-V/def2-TZVPD", "molar_mass_da": 423.76, "homo_lumo_gap_ev": 7.009, "e_above_lowest_kj_mol": 27.2, "smiles": "C=C(O)I.II", "total_charge": 0, "species": ["C", "C", "O", "I", "I", "I", "H", "H", "H"], "positions_angstrom": [[-0.3574, -0.0764, 1.4226], [-1.0205, 1.0140, 1.3209], [-1.5527, 1.5769, 2.4630], [2.1243, 3.9022, -0.4074], [2.7701, 2.7800, 2.0133], [-1.8046, 1.8076, -0.5107], [0.0446, -0.4252, 2.2893], [-0.0607, -0.8028, 0.6426], [-1.2277, 2.4796, 2.5269]], "forces_ev_per_a": [[1.455, -2.654, -3.033], [-2.334, 1.630, 0.231], [0.635, 0.232, -0.612], [0.237, -0.431, 0.910], [-0.267, 0.417, -0.893], [0.344, -0.252, 0.561], [0.523, -0.442, 2.940], [-0.451, 1.163, -0.184], [-0.142, 0.336, 0.080]]}


[2]
{"formula": "C31H40N5O6S", "method": "ωB97M-V/def2-TZVPD", "molar_mass_da": 610.76, "homo_lumo_gap_ev": 8.203, "total_charge": 1, "species": ["C", "N", "C", "N", "C", "C", "C", "C", "C", "C", "C", "C", "C", "C", "O", "N", "C", "C", "C", "S", "C", "C", "C", "C", "O", "H", "H", "H", "H", "H", "H", "H", "H", "H", "H", "H", "H", "H", "H", "H", "H", "H", "H", "H", "H", "H", "H", "H", "H", "H", "H", "H", "H", "H", "H", "C", "C", "C", "C", "C", "C", "N", "O", "O", "H", "H", "H", "H", "H", "C", "C", "C", "C", "C", "C", "N", "O", "O", "H", "H", "H", "H", "H"], "positions_angstrom": [[3.4480, -4.3382, 0.9077], [2.5617, -3.1107, 1.0675], [2.2510, -3.0676, 2.5485], [1.8839, -1.6935, 3.0158], [0.5171, -1.1494, 3.2201], [-0.8833, -1.8908, 3.0332], [-1.9468, -1.1139, 2.1313], [-2.4056, -1.7623, 0.7675], [-3.4832, -1.0906, -0.1621], [-4.1911, 0.2688, 0.2143], [-5.3226, 0.9086, -0.7366], [-3.7062, 0.9181, 1.5566], [-2.6289, 0.2424, 2.4875], [0.8962, 0.2660, 3.6915], [-0.0005, 1.2973, 4.0852], [2.3293, 0.5153, 3.7549], [2.9495, 1.7940, 4.2201], [2.9041, 2.9397, 3.0638], [1.8338, 4.0997, 3.3698], [2.1176, 4.9816, 4.9794], [2.9029, -0.7387, 3.3274], [4.4962, -0.8245, 3.3197], [5.2121, 0.2333, 2.3283], [4.4870, 0.2853, 0.9022], [5.1728, 1.2948, 0.1076], [3.0983, -5.1461, 1.6656], [3.4401, -4.7378, -0.1679], [4.5062, -4.0421, 1.2614], [1.7026, -3.3645, 0.5545], [3.2507, -3.3338, 3.0677], [1.5016, -3.8768, 2.8470], [-1.3505, -1.9711, 4.0913], [-0.7261, -2.9586, 2.6244], [-1.9905, -2.7606, 0.3863], [-3.8287, -1.5561, -1.1543], [-6.3023, 0.9695, -0.1209], [-5.4776, 0.2104, -1.6451], [-5.0523, 1.9688, -1.0659], [-4.1580, 1.9219, 1.8769], [-2.3811, 0.7889, 3.4535], [-0.6005, 0.8601, 4.7413], [4.0172, 1.5890, 4.5887], [2.2905, 2.1626, 5.0984], [2.6227, 2.3823, 2.0934], [3.9695, 3.3647, 2.9370], [0.7716, 3.6750, 3.3539], [1.9186, 4.8559, 2.4974], [0.8156, 5.1804, 5.4707], [4.8356, -0.5297, 4.3891], [4.9120, -1.8838, 3.1547], [5.2724, 1.2593, 2.8582], [6.3057, -0.0989, 2.1764], [3.3823, 0.6215, 0.9717], [4.4715, -0.7579, 0.4171], [4.4634, 1.8342, -0.3184], [3.4639, -1.9980, -2.0100], [4.2574, -0.9379, -2.4410], [4.5972, -0.8237, -3.7853], [4.1326, -1.7755, -4.6914], [3.3445, -2.8428, -4.2654], [3.0118, -2.9510, -2.9190], [4.4671, -1.6451, -6.1120], [5.1760, -0.7064, -6.4459], [4.0149, -2.4799, -6.8820], [3.1950, -2.0817, -0.9595], [4.6090, -0.1983, -1.7291], [5.2159, 0.0067, -4.1082], [2.9832, -3.5901, -4.9637], [2.3958, -3.7771, -2.5776], [-9.3668, 3.4524, -4.6677], [-8.2103, 3.6539, -3.9197], [-7.2065, 2.6911, -3.9159], [-7.3700, 1.5299, -4.6700], [-8.5290, 1.3190, -5.4150], [-9.5287, 2.2863, -5.4104], [-6.3051, 0.5245, -4.6894], [-5.3084, 0.7343, -4.0076], [-6.4686, -0.4652, -5.3870], [-10.1460, 4.2088, -4.6726], [-8.0903, 4.5643, -3.3415], [-6.3104, 2.8604, -3.3290], [-8.6662, 0.4163, -6.0004], [-10.4335, 2.1334, -5.9892]], "forces_ev_per_a": [[0.447, -0.194, 0.890], [-0.242, -1.447, 1.083], [1.356, -0.553, -0.339], [0.369, 2.404, 0.975], [3.633, 3.963, 0.991], [-0.271, 0.725, 0.515], [-2.728, 1.414, -3.193], [-1.713, 3.008, 0.461], [0.466, 1.941, 2.988], [3.012, -1.659, 2.175], [0.273, -0.798, 0.984], [1.244, -2.981, -1.005], [-1.075, -1.457, -2.922], [-1.299, -2.134, -0.601], [1.401, -2.542, 0.147], [-2.638, -4.849, -1.506], [-0.216, 1.133, 0.420], [0.205, -0.615, 0.412], [-0.450, -0.230, -1.500], [-0.830, -0.219, 0.008], [-0.900, 1.205, 0.317], [0.126, -0.054, 0.596], [-0.161, -0.322, -0.109], [-0.396, 0.513, 0.613], [-1.427, -0.448, 0.021], [0.551, 0.879, -1.549], [0.083, 0.720, 1.739], [-1.518, -0.525, -0.902], [0.326, 0.505, 0.431], [-1.781, 0.499, -0.695], [0.688, 1.500, -0.130], [0.858, -0.091, -1.667], [-0.170, 1.829, 0.651], [-0.543, 1.654, 0.853], [0.844, 0.529, 1.797], [1.576, -0.131, -1.086], [0.282, 1.363, 1.523], [-0.230, -1.588, 0.389], [0.803, -1.738, -0.438], [-0.392, -0.882, -1.532], [0.550, 0.687, -0.698], [-1.815, 0.184, -0.566], [1.242, -0.690, -1.342], [0.389, 1.173, 1.374], [-1.767, -0.548, 0.187], [1.594, 0.522, 0.048], [-0.190, -1.192, 1.513], [1.240, -0.437, -0.879], [-0.702, -0.627, -1.632], [-1.026, 1.590, 0.069], [-0.305, -1.578, -1.212], [-1.747, 0.433, 0.217], [1.589, -0.764, 0.279], [0.288, 1.514, 0.649], [1.051, -0.598, 0.406], [0.003, 0.017, -0.036], [-0.147, -0.229, -0.160], [0.032, 0.067, -0.025], [-0.216, -0.055, 0.900], [-0.063, -0.104, -0.057], [0.202, 0.275, -0.032], [0.216, 0.080, -0.861], [-0.395, -0.498, 0.297], [0.208, 0.404, 0.514], [0.052, 0.034, -0.178], [0.057, -0.070, -0.190], [-0.106, -0.198, -0.161], [0.153, 0.231, -0.064], [0.050, 0.060, -0.122], [0.015, -0.028, -0.004], [-0.052, -0.213, -0.134], [0.048, 0.033, 0.053], [-0.590, 0.605, 0.009], [-0.032, -0.080, -0.073], [0.213, 0.079, 0.161], [0.344, -0.485, -0.156], [-0.472, -0.102, -0.313], [0.103, 0.558, 0.446], [0.098, -0.101, 0.005], [0.024, -0.133, -0.062], [-0.051, -0.195, -0.179], [0.212, 0.080, 0.144], [0.137, -0.026, 0.061]]}


[3]
{"formula": "C4H4NdO", "method": "ωB97M-V/def2-TZVPD", "molar_mass_da": 212.31, "homo_lumo_gap_ev": [4.892, 7.071], "total_charge": 4, "spin_multiplicity": 5, "s2": 6.19, "species": ["H", "C", "C", "C", "C", "O", "H", "H", "H", "Nd"], "positions_angstrom": [[0.2602, -0.9393, -1.0643], [-2.7046, 0.3426, 0.0186], [-1.4789, 0.4256, -0.1002], [-0.1221, 0.4464, -0.3329], [0.7365, -0.6735, 0.1351], [2.0140, -0.5394, 0.1780], [-3.7851, 0.2504, 0.0325], [0.3533, 1.4299, -0.4758], [0.3189, -1.3275, 0.9378], [4.4078, 0.5847, 0.6712]], "forces_ev_per_a": [[-0.146, 0.714, 0.223], [-1.086, -0.068, -0.142], [0.962, -0.400, -0.484], [0.186, -0.468, 1.152], [-0.036, 0.812, 1.362], [1.947, 1.349, 0.058], [-0.401, 0.078, 0.203], [0.017, -0.472, -1.015], [-0.242, -0.395, -1.024], [-1.200, -1.150, -0.332]]}


[4]
{"formula": "C21H41NO7S3", "method": "ωB97M-V/def2-TZVPD", "molar_mass_da": 515.76, "homo_lumo_gap_ev": 8.723, "smiles": "CCCCN(CCCC[C@]1(COO)OS(=O)(=O)O[C@H]1CCCCCOC)C(=S)SCCC", "total_charge": 0, "species": ["C", "C", "C", "C", "N", "C", "C", "C", "C", "C", "C", "O", "O", "O", "S", "O", "O", "O", "C", "C", "C", "C", "C", "C", "O", "C", "C", "S", "S", "C", "C", "C", "H", "H", "H", "H", "H", "H", "H", "H", "H", "H", "H", "H", "H", "H", "H", "H", "H", "H", "H", "H", "H", "H", "H", "H", "H", "H", "H", "H", "H", "H", "H", "H", "H", "H", "H", "H", "H", "H", "H", "H", "H"], "positions_angstrom": [[6.2823, 0.4549, 2.1470], [6.0745, 1.1925, 0.8220], [4.7056, 1.8567, 0.6557], [3.5160, 0.9228, 0.9310], [2.4544, 0.9290, -0.0959], [1.8835, 2.2486, -0.3970], [1.0838, 2.8150, 0.7953], [-0.4341, 2.9500, 0.5332], [-1.3135, 1.9576, 1.3206], [-2.1290, 0.9668, 0.4517], [-1.1234, -0.1050, -0.0172], [-1.2790, -0.5492, -1.3419], [-0.6114, 0.3616, -2.2165], [-2.7023, 1.6406, -0.6836], [-4.0685, 2.3655, -0.2697], [-5.0984, 1.8487, -1.0950], [-3.8528, 3.7632, -0.1628], [-4.1506, 1.7735, 1.1916], [-3.3503, 0.5444, 1.3088], [-4.3080, -0.6158, 1.0175], [-3.7325, -2.0239, 0.8026], [-3.5763, -2.5293, -0.6560], [-4.1907, -1.6695, -1.7556], [-4.1203, -2.3480, -3.1181], [-2.8108, -2.2950, -3.6551], [-2.6380, -1.3098, -4.6480], [2.8397, 0.2000, -1.2349], [3.4478, 0.8449, -2.6072], [2.6608, -1.5340, -1.1875], [1.8807, -1.9515, 0.3889], [2.7284, -2.8699, 1.2916], [2.8416, -2.3422, 2.7209], [7.1119, -0.2486, 2.0694], [5.4069, -0.1146, 2.4644], [6.5337, 1.1537, 2.9472], [6.8205, 1.9914, 0.7804], [6.2924, 0.5456, -0.0311], [4.6612, 2.7111, 1.3395], [4.6310, 2.2693, -0.3513], [3.8813, -0.1051, 0.9848], [3.0661, 1.1365, 1.9025], [2.6337, 2.9627, -0.7480], [1.2124, 2.0877, -1.2381], [1.2523, 2.1998, 1.6808], [1.4903, 3.7998, 1.0331], [-0.7518, 3.9524, 0.8176], [-0.6293, 2.8758, -0.5369], [-1.9869, 2.5039, 1.9814], [-0.6907, 1.3377, 1.9737], [-1.1745, -0.9888, 0.6193], [-0.1163, 0.3080, 0.0824], [-1.1395, 1.1740, -2.1247], [-3.0326, 0.5233, 2.3510], [-4.9224, -0.6486, 1.9206], [-4.9820, -0.3236, 0.2153], [-4.3944, -2.7223, 1.3157], [-2.7854, -2.1042, 1.3442], [-2.5266, -2.7233, -0.8845], [-4.0667, -3.5051, -0.7193], [-3.6960, -0.6999, -1.8383], [-5.2433, -1.4654, -1.5331], [-4.3903, -3.4060, -3.0396], [-4.8294, -1.8615, -3.7973], [-1.5674, -1.1719, -4.7867], [-3.0865, -1.6200, -5.5997], [-3.0774, -0.3521, -4.3439], [0.9342, -2.4362, 0.1448], [1.6399, -1.0231, 0.9073], [3.7225, -3.0091, 0.8632], [2.2647, -3.8576, 1.3272], [3.4731, -1.4530, 2.7676], [1.8573, -2.0985, 3.1264], [3.2946, -3.0873, 3.3766]], "forces_ev_per_a": [[0.088, -0.011, -0.028], [0.171, 0.231, 0.062], [0.007, 0.156, 0.261], [0.100, -0.304, -0.004], [0.092, 0.126, -0.251], [-0.184, -0.022, 0.108], [0.110, 0.152, -0.280], [0.174, -0.075, 0.351], [-0.142, 0.029, -0.098], [0.523, -0.001, 0.841], [0.251, 0.191, -0.365], [-0.279, -0.165, -0.019], [0.109, 0.191, 0.256], [-0.078, -0.196, -0.079], [0.119, 0.146, 0.081], [-0.106, 0.005, -0.116], [-0.049, 0.018, -0.036], [-0.033, -0.118, 0.183], [-0.205, 0.225, -0.486], [0.136, -0.053, 0.173], [0.022, 0.009, -0.007], [0.064, -0.065, 0.008], [-0.128, -0.015, -0.018], [0.057, 0.148, -0.014], [0.034, -0.175, -0.007], [0.036, 0.062, 0.084], [-0.005, 0.112, 0.144], [-0.181, -0.002, -0.078], [0.176, -0.073, -0.056], [-0.093, -0.072, 0.266], [-0.092, -0.005, 0.086], [0.130, -0.102, -0.016], [0.005, 0.009, 0.015], [0.024, -0.012, -0.032], [-0.123, 0.007, 0.025], [0.049, -0.068, -0.158], [-0.205, -0.143, 0.053], [-0.087, -0.005, -0.027], [0.023, -0.085, -0.032], [-0.069, 0.010, -0.023], [-0.036, 0.015, -0.037], [0.082, -0.073, 0.105], [0.003, 0.033, -0.068], [-0.010, 0.002, -0.002], [-0.031, -0.022, 0.046], [-0.034, 0.008, -0.086], [-0.036, -0.006, 0.001], [-0.040, 0.019, -0.076], [-0.013, -0.006, 0.007], [-0.139, 0.002, -0.006], [0.036, -0.050, -0.023], [-0.171, -0.152, -0.197], [0.035, -0.067, -0.010], [-0.107, 0.043, -0.080], [0.109, -0.038, -0.087], [-0.053, 0.079, 0.033], [0.000, -0.086, -0.041], [0.009, 0.158, -0.088], [0.058, -0.027, 0.057], [-0.001, 0.016, 0.055], [-0.012, -0.069, -0.002], [-0.073, 0.042, 0.017], [0.014, -0.089, -0.056], [-0.013, 0.007, -0.002], [-0.040, 0.019, 0.034], [0.038, 0.001, -0.012], [0.004, 0.030, -0.062], [0.049, 0.062, -0.123], [-0.002, 0.026, 0.014], [0.049, -0.019, -0.087], [-0.126, 0.057, 0.006], [0.024, 0.037, 0.010], [-0.017, -0.007, -0.006]]}